ORCA calculation (wB97M-V/def2-TZVPD) on C2H3O2S2 as an isolated structure in a non-equilibrium geometry.

## Properties
E_tot: -1024.7224 Eh
<S²>: 2.011
HOMO energy (alpha / beta): -0.063 / -0.155 hartree
Molar mass: 123.18 g mol⁻¹
Gap between HOMO and LUMO (alpha / beta): 5.41 / 7.55 eV

Geometry as ORCA input:
```
! RIJCOSX wB97M-V def2-TZVPD def2/J DEFGRID3
* xyz -1 3
C 3.43477 0.84138 1.07295
C 1.14825 -0.72012 -0.97276
O 4.51982 -1.30166 0.33632
O 1.94372 -1.48662 -0.09416
S 3.81546 2.09645 0.04877
S 3.39883 -0.59006 -0.17754
H 1.09955 0.36038 -0.77330
H 0.18188 -1.41196 -1.11403
H 1.73438 -0.78042 -1.84159
*
```

ORCA calculation (wB97M-V/def2-TZVPD) on C11H17N3O7P2Pt as an isolated structure in a non-equilibrium geometry.

## Properties
E_tot: -1921.8331 Eh
<S²>: 6.033
HOMO energy (alpha / beta): -0.584 / -0.593 hartree
Molar mass: 560.30 g mol⁻¹
Gap between HOMO and LUMO (alpha / beta): 9.43 / 4.80 eV

Geometry as ORCA input:
```
! RIJCOSX wB97M-V def2-TZVPD def2/J DEFGRID3
* xyz 2 5
Pt 0.82360 -1.14976 -0.48905
O 4.40039 -2.29789 1.12485
P 3.31421 -2.55301 0.05169
O 3.68192 -3.42629 -1.11224
O 2.81878 -1.18268 -0.46018
O 2.04925 -3.17184 0.80362
P 1.34647 -2.58210 2.18482
O 0.08613 -3.53582 2.26619
O 2.25411 -2.59882 3.32268
O 0.76541 -1.22103 1.73687
H 5.28343 -2.68264 0.95839
H 0.23234 -4.36907 2.74138
C -4.10672 -1.07233 1.62229
C -3.14093 -1.11327 0.52229
C -3.35078 -1.07667 -0.88735
C -2.11228 -1.14856 -1.47292
N -1.17048 -1.21238 -0.47070
N -1.81464 -1.18856 0.70966
C -1.71430 -1.16461 -2.90074
H -5.12490 -1.06582 1.24493
H -3.94739 -0.17925 2.23682
H -3.96802 -1.92740 2.29144
H -4.30163 -1.01306 -1.39053
H -1.27336 -1.27264 1.57190
H -2.58646 -1.29871 -3.53527
H -1.01021 -1.97576 -3.09570
H -1.23695 -0.22279 -3.17805
C 0.99944 5.40595 -0.41671
C 0.98507 3.91637 -0.45280
C 0.80448 3.21807 -1.64982
C 0.79422 1.83825 -1.64160
N 0.93138 1.15736 -0.50492
C 1.12900 1.78532 0.65455
C 1.16369 3.16391 0.71186
H 0.82019 5.83944 -1.39657
H 1.95943 5.76527 -0.04038
H 0.24973 5.77707 0.28432
H 0.67923 3.74434 -2.58601
H 0.69366 1.27115 -2.55868
H 1.26121 1.17024 1.53632
H 1.33231 3.64997 1.66337
*
```

ORCA calculation (wB97M-V/def2-TZVPD) on a 2-piece molecular cluster, CH3NOS overall in a non-equilibrium geometry.

## Properties
E_tot: -567.9936 Eh
SMILES: C#[N+][S-].O
HOMO energy: -0.330 hartree
Molar mass: 77.11 g mol⁻¹
Gap between HOMO and LUMO: 9.05 eV

Geometry as ORCA input:
```
! RIJCOSX wB97M-V def2-TZVPD def2/J DEFGRID3
* xyz 0 1
C -1.35857 1.58990 0.22345
N -2.01829 0.58780 0.07386
O 0.89707 -1.21224 0.15382
S -2.82084 -0.72739 -0.23046
H -1.01853 2.62989 0.37310
H 1.53605 -0.66918 0.61018
H 0.21138 -0.43489 0.11558
*
```

ORCA calculation (wB97M-V/def2-TZVPD) on a 2-piece molecular cluster, C6H12N2 overall in a non-equilibrium geometry.

## Properties
E_tot: -345.3011 Eh
SMILES: Cc1c[nH]cn1.CC
HOMO energy: -0.315 hartree
Molar mass: 112.18 g mol⁻¹
Gap between HOMO and LUMO: 9.49 eV

Geometry as ORCA input:
```
! RIJCOSX wB97M-V def2-TZVPD def2/J DEFGRID3
* xyz 0 1
C -1.38313 0.66889 -2.15454
C -0.56388 0.23975 1.27784
C -1.02083 0.08130 -0.84900
C -1.46618 -1.06453 -0.22102
N -0.49006 0.89120 0.14788
N -1.16147 -0.96206 1.11397
H -0.13914 0.68509 2.16749
H -1.63935 -1.54220 1.77329
H -1.72140 -1.97521 -0.73202
H -0.52935 1.04755 -2.71919
H -2.09113 1.46065 -1.88548
H -1.81392 -0.02989 -2.87655
C 2.28338 -0.63603 0.44114
C 2.74921 0.81027 0.38598
H 1.51367 -0.90562 1.15101
H 2.07267 -0.98948 -0.57107
H 3.06434 -1.38949 0.71747
H 2.13936 1.33354 -0.35310
H 3.82299 0.93502 0.30286
H 2.45915 1.33106 1.31976
*
```

ORCA calculation (wB97M-V/def2-TZVPD) on C4H6N5OS as an isolated structure in a non-equilibrium geometry.

## Properties
E_tot: -902.8319 Eh
HOMO energy: -0.512 hartree
Molar mass: 172.19 g mol⁻¹
Gap between HOMO and LUMO: 8.10 eV

Geometry as ORCA input:
```
! RIJCOSX wB97M-V def2-TZVPD def2/J DEFGRID3
* xyz 1 1
C -2.00772 1.58190 0.30262
C -1.04823 0.90083 -0.32926
C -0.03780 -1.47709 -0.13741
C 0.13130 0.09286 0.42697
N 1.98799 1.06795 -0.90369
N 3.21662 0.93427 -0.91347
N 2.30153 -0.10273 0.94825
N 1.45282 0.45372 0.14399
N -1.26522 -1.92471 -0.04233
O 1.01926 -1.99122 -0.46740
S 3.76369 0.08027 0.30367
H -2.85801 2.12982 -0.14366
H -2.23459 1.48919 1.32504
H -0.99721 0.94255 -1.33566
H 0.04316 -0.08804 1.46763
H -2.11969 -1.34100 0.11915
H -1.34789 -2.74859 -0.76444
*
```

ORCA calculation (wB97M-V/def2-TZVPD) on C34H35MnN2O2P as an isolated structure in a non-equilibrium geometry.

## Properties
E_tot: -3068.3519 Eh
<S²>: 8.759
HOMO energy (alpha / beta): -0.434 / -0.434 hartree
Molar mass: 589.58 g mol⁻¹
Gap between HOMO and LUMO (alpha / beta): 5.09 / 4.85 eV

Geometry as ORCA input:
```
! RIJCOSX wB97M-V def2-TZVPD def2/J DEFGRID3
* xyz 2 6
Mn 8.56600 11.36464 11.89784
C 5.43183 6.56152 3.95379
C 6.17562 6.10210 5.17803
C 7.58956 6.14347 5.21956
C 8.26097 5.73835 6.32942
C 9.65993 6.11322 6.63516
C 7.48003 5.15850 7.36002
C 6.07803 5.17684 7.37714
C 5.28656 4.69734 8.58169
C 5.37783 5.62410 6.23837
H 5.14507 5.67583 3.36920
H 6.07635 7.17754 3.32334
H 4.55264 7.15360 4.29733
H 8.11267 6.51703 4.34790
H 9.71861 6.46124 7.69274
H 9.93442 6.93070 6.00207
H 10.33292 5.25051 6.43464
H 7.94747 4.69684 8.22713
H 4.40681 5.35098 8.79543
H 5.97092 4.82889 9.44716
H 4.97327 3.62042 8.42096
H 4.30662 5.55551 6.32579
O 6.37913 9.56040 11.39589
N 7.45811 9.69759 12.34553
C 7.24212 9.05322 13.46573
C 8.19882 8.89053 14.47597
C 7.78429 7.95513 15.46123
C 8.54855 7.70992 16.60896
C 9.71566 8.42506 16.75467
C 10.26698 9.19105 15.70370
C 9.58077 9.41109 14.47534
P 10.34463 10.34321 13.09759
C 11.47092 9.36244 12.13786
C 12.29435 8.49987 12.84958
C 13.12356 7.63175 12.16690
C 13.09748 7.56807 10.79586
C 12.18446 8.33393 10.05968
C 11.35978 9.25723 10.73933
C 11.55852 11.43661 13.91622
C 12.88118 11.52347 13.51142
C 13.83122 12.22873 14.23125
C 13.43902 12.90348 15.41072
C 12.06746 12.94460 15.69006
C 11.12536 12.19065 15.03575
H 6.54440 8.71977 10.91482
H 6.26464 8.62408 13.64923
H 6.75377 7.64979 15.34779
H 8.12053 6.99219 17.37344
H 10.25985 8.35774 17.66910
H 11.21573 9.68935 15.80238
H 12.28295 8.53319 13.93852
H 13.80160 6.94549 12.67553
H 13.74388 6.78667 10.39403
H 12.09541 8.08163 9.04653
H 10.62430 9.88546 10.27047
H 13.25185 10.92876 12.69062
H 14.86723 12.17488 13.91858
H 14.15915 13.41191 15.97346
H 11.64559 13.57880 16.52812
H 10.12278 12.17850 15.43305
O 7.06064 13.05682 12.42786
C 6.03594 12.98719 11.39025
C 6.72961 12.78278 10.08939
C 6.22179 13.20418 8.87502
C 6.92090 12.97606 7.67400
C 8.02980 12.10597 7.73509
C 8.50808 11.70894 8.99477
N 7.91117 12.08068 10.10377
H 6.68053 13.38585 13.28873
H 5.51857 13.95152 11.32136
H 5.35983 12.18256 11.61147
H 5.36012 13.89906 8.86382
H 6.48275 13.13889 6.62147
H 8.59299 11.74104 6.86314
H 9.45123 11.16482 9.07079
*
```

ORCA calculation (wB97M-V/def2-TZVPD) on a 2-piece molecular cluster, CH4O2S overall in a non-equilibrium geometry.

## Properties
E_tot: -589.1651 Eh
SMILES: O=CO.S
HOMO energy: -0.370 hartree
Molar mass: 80.11 g mol⁻¹
Gap between HOMO and LUMO: 10.72 eV

Geometry as ORCA input:
```
! RIJCOSX wB97M-V def2-TZVPD def2/J DEFGRID3
* xyz 0 1
S -1.10308 1.66534 -0.07285
H -0.11301 2.01985 0.75614
H -0.65583 2.46843 -1.04747
O 1.44438 -0.59953 0.53577
C 0.58634 -1.42060 0.35588
O -0.34401 -1.39512 -0.59850
H 0.42693 -2.21693 1.09589
H -0.24171 -0.52144 -1.02487
*
```

ORCA calculation (wB97M-V/def2-TZVPD) on one molecule with the formula C6H13NO2 in a non-equilibrium geometry.

## Properties
E_tot: -441.6337 Eh
SMILES: CNC(=O)[C@H](C)[C@@H](C)O
HOMO energy: -0.341 hartree
Molar mass: 131.18 g mol⁻¹
Gap between HOMO and LUMO: 10.10 eV

Geometry as ORCA input:
```
! RIJCOSX wB97M-V def2-TZVPD def2/J DEFGRID3
* xyz 0 1
C -1.42466 -0.71649 0.35998
C -0.06895 -0.69760 -0.80074
C 2.73645 0.63717 1.34412
C -1.65069 0.62868 0.94988
C -0.58000 -0.27810 -2.16802
N 1.78852 -0.20881 0.65573
C 0.88613 0.28253 -0.24170
O -2.52861 -1.27747 -0.26486
O 0.63243 1.50034 -0.27892
H -2.94783 -0.60518 -0.81515
H 1.91869 -1.20548 0.71766
H -1.07147 -1.43999 1.09674
H 0.32886 -1.71357 -0.81425
H 3.73944 0.54630 0.90953
H 2.79832 0.35457 2.39422
H 2.40384 1.67086 1.27220
H -1.22148 1.41869 0.18972
H -0.95453 0.83750 1.75820
H -2.67854 0.76907 1.27910
H -1.39421 -0.92596 -2.49284
H 0.22309 -0.32799 -2.90342
H -0.93481 0.75092 -2.14719
*
```